Formula: C8H4
Source: the Open Molecules 2025 dataset
Level of theory: the ωB97M-V functional and the def2-TZVPD basis

Structure (XYZ):
```
12
C8H4 (the ωB97M-V functional and the def2-TZVPD basis)
C 1.5632 1.7221 -0.1545
C 1.2110 0.5124 0.0690
C 2.0971 -0.5780 0.0256
C 2.8168 -1.5171 -0.0807
C -0.1422 0.1685 0.2621
C -1.3352 -0.0906 0.2721
C -2.6870 -0.1863 0.0366
C -3.8548 -0.3200 -0.2562
H 0.8508 2.5529 -0.1759
H 2.6215 1.9852 -0.2196
H 3.4539 -2.2843 -0.4071
H -4.9397 -0.5190 -0.2408
```

Results
structure (SMILES) = C#CC#CC(=C)C#C
energy relative to the best compared isomer or geometry (same formula, charge and spin) = 0.724 eV
maximum force = 4.568 eV/Å
Kohn-Sham gap = 0.3324 Ha
spin multiplicity = 1
LUMO energy = 0.0 eV
calculated total energy = -8354.2199 eV

Computed Löwdin charges, given in elementary charges:
1. C 0.09
2. C -0.39
3. C -0.10
4. C 0.15
5. C 0.04
6. C -0.02
7. C -0.16
8. C 0.12
9. H 0.10
10. H 0.09
11. H 0.03
12. H 0.05



Formula: C8H42O17
Source: the Open Molecules 2025 dataset
Level of theory: the ωB97M-V functional and the def2-TZVPD basis

Structure (XYZ):
```
67
C8H42O17 (the ωB97M-V functional and the def2-TZVPD basis)
O -3.8910 -3.7000 -5.0820
H -4.1440 -3.7060 -4.1860
H -4.6900 -3.8300 -5.5890
O -6.3560 -4.8750 -6.2360
H -6.0050 -5.5840 -6.7580
H -6.1650 -5.1100 -5.3500
O -8.2880 -5.6350 -2.6750
H -7.4590 -5.4260 -3.0720
H -8.5910 -4.8480 -2.2670
O -8.9140 -5.0270 -6.8560
H -7.9540 -4.8370 -6.7840
H -9.0870 -5.5950 -6.0960
O -5.6780 -5.0900 -3.5860
H -5.1210 -5.8520 -3.5810
H -5.6980 -4.5390 -2.8210
O -3.6580 -6.3310 -5.9380
H -2.8670 -6.6130 -6.3820
H -3.5860 -5.3910 -5.8300
O -7.0740 -4.9210 -9.2380
H -7.7840 -5.5800 -9.2520
H -6.3380 -5.3770 -8.8340
O -5.0280 -1.9430 -7.6190
H -6.0080 -1.9590 -7.7980
H -4.7070 -2.8640 -7.7030
O -7.6960 -2.5390 -7.9280
H -8.0780 -2.7440 -7.0480
H -7.5440 -3.4170 -8.2820
C -5.6120 -8.5290 -9.7140
C -6.0540 -7.6970 -8.4960
O -5.2970 -6.5290 -8.3070
O -4.2520 -9.0140 -9.5170
H -5.6250 -7.9140 -10.5960
H -6.3310 -9.3570 -9.9480
H -5.9680 -8.4070 -7.6740
H -7.1150 -7.4670 -8.6420
H -4.5790 -6.8220 -7.6780
H -3.9370 -9.3880 -10.3620
C -8.0810 -9.7050 -6.0530
C -7.4430 -9.2470 -4.7480
O -7.0070 -7.9690 -5.0000
O -8.6380 -10.9880 -5.9440
H -7.4110 -9.6840 -6.8610
H -8.8730 -9.0010 -6.3000
H -6.5060 -9.8190 -4.6150
H -8.0720 -9.3890 -3.8560
H -7.6920 -7.3830 -4.7990
H -8.9170 -11.1420 -5.0740
C -7.9440 -1.2400 -3.4540
C -7.7260 -2.2300 -4.6000
O -8.9180 -2.5230 -5.1080
O -6.8130 -1.2600 -2.7280
H -8.8170 -1.3860 -2.8110
H -8.0910 -0.3000 -3.9770
H -7.3420 -3.1860 -4.2320
H -7.0970 -1.9570 -5.4590
H -9.4900 -3.0230 -4.5090
H -6.0690 -1.2390 -3.3110
C -3.4160 -4.3980 -9.3340
C -2.6590 -3.1790 -9.8820
O -2.3030 -3.3770 -11.2560
O -3.6250 -4.2620 -7.8510
H -2.8100 -5.2830 -9.5830
H -4.3710 -4.5150 -9.8740
H -1.8020 -3.0280 -9.2450
H -3.2090 -2.2530 -9.7770
H -3.0260 -3.2580 -11.8330
H -2.9760 -3.6920 -7.4220
```

Results
energy relative to the best compared isomer or geometry (same formula, charge and spin) = 0.587 eV
maximum force = 4.988 eV/Å
Kohn-Sham gap = 0.3521 Ha
spin multiplicity = 1
LUMO energy = -0.1 eV
calculated total energy = -43781.9981 eV

Computed Löwdin charges, given in elementary charges:
1. O -0.02
2. H 0.01
3. H 0.00
4. O -0.01
5. H 0.02
6. H -0.01
7. O -0.02
8. H -0.04
9. H 0.02
10. O -0.07
11. H -0.03
12. H 0.03
13. O -0.02
14. H 0.08
15. H 0.07
16. O -0.03
17. H 0.05
18. H -0.02
19. O -0.04
20. H 0.06
21. H -0.03
22. O -0.10
23. H 0.01
24. H -0.02
25. O -0.06
26. H 0.02
27. H -0.02
28. C -0.20
29. C -0.22
30. O -0.12
31. O -0.08
32. H 0.11
33. H 0.13
34. H 0.11
35. H 0.13
36. H 0.11
37. H 0.09
38. C -0.24
39. C -0.25
40. O -0.04
41. O -0.03
42. H 0.09
43. H 0.12
44. H 0.14
45. H 0.14
46. H 0.04
47. H 0.05
48. C -0.27
49. C -0.30
50. O -0.05
51. O -0.03
52. H 0.13
53. H 0.12
54. H 0.10
55. H 0.13
56. H 0.12
57. H 0.08
58. C -0.15
59. C -0.23
60. O -0.04
61. O -0.13
62. H 0.12
63. H 0.12
64. H 0.12
65. H 0.11
66. H 0.06
67. H 0.09



Formula: C8H4Br6
Source: the Open Molecules 2025 dataset
Level of theory: the ωB97M-V functional and the def2-TZVPD basis

Structure (XYZ):
```
18
C8H4Br6 (the ωB97M-V functional and the def2-TZVPD basis)
Br 3.3516 -2.4913 1.7597
Br 0.6371 -3.9735 0.6586
Br 3.7598 0.7989 1.2427
Br -1.8011 -2.2597 -0.7072
Br 1.3263 2.6334 0.1585
Br -3.6012 2.2244 -1.1519
C 1.9965 -1.4307 0.8699
C 0.8203 -2.0767 0.4237
C 2.1477 -0.0680 0.6750
C -0.2104 -1.3271 -0.1972
C 1.1159 0.6979 0.1555
C -0.0240 0.0635 -0.3231
C -2.0997 1.4561 -0.1219
C -1.0719 0.8967 -1.0763
H -2.4860 0.6637 0.5995
H -1.6526 2.2595 0.4347
H -0.6024 1.6888 -1.6432
H -1.6061 0.2442 -1.7570
```

Results
energy relative to the best compared isomer or geometry (same formula, charge and spin) = 0.000 eV
maximum force = 1.806 eV/Å
Kohn-Sham gap = 0.3327 Ha
spin multiplicity = 1
LUMO energy = -0.5 eV
calculated total energy = -428615.4248 eV

Computed Löwdin charges, given in elementary charges:
1. Br 0.69
2. Br 0.70
3. Br 0.71
4. Br 0.78
5. Br 0.76
6. Br 0.60
7. C -0.70
8. C -0.70
9. C -0.72
10. C -0.61
11. C -0.59
12. C -0.27
13. C -0.60
14. C -0.33
15. H 0.09
16. H 0.03
17. H 0.08
18. H 0.06



Formula: C8H4BrF3N2OS
Source: the Open Molecules 2025 dataset
Level of theory: the ωB97M-V functional and the def2-TZVPD basis

Structure (XYZ):
```
20
C8H4BrF3N2OS (the ωB97M-V functional and the def2-TZVPD basis)
F -1.2234 2.3009 -2.6374
F -0.4406 4.1384 -2.9863
F -1.4295 3.7993 -1.0072
Br 3.1234 -1.9820 -0.3585
N 1.1063 -1.6376 1.9991
O 0.6081 2.7573 -1.4016
S -0.8501 0.0716 2.8250
C 0.3179 -1.2957 3.0131
C 1.6535 0.5431 -0.9473
C -0.0165 1.3929 0.5641
C 1.7266 -0.6359 -0.1395
C 1.0177 -0.6745 1.0193
C 0.7036 1.5536 -0.6973
C 0.0772 0.3155 1.4030
N 0.7896 -2.0352 4.0686
C -0.5807 3.2963 -2.0083
H 2.2692 0.6571 -1.8228
H -0.6683 2.2068 0.8519
H 1.6021 -2.5863 3.8614
H 0.7972 -1.6020 4.9843
```

Results
structure (SMILES) = Nc1nc2c(Br)cc(OC(F)(F)F)cc2s1
energy relative to the best compared isomer or geometry (same formula, charge and spin) = 1.802 eV
maximum force = 4.098 eV/Å
Kohn-Sham gap = 0.3155 Ha
spin multiplicity = 1
LUMO energy = 0.4 eV
calculated total energy = -102417.5177 eV

Computed Löwdin charges, given in elementary charges:
1. F 0.15
2. F 0.22
3. F 0.11
4. Br 0.70
5. N 0.06
6. O 0.07
7. S 1.09
8. C -0.59
9. C -0.02
10. C -0.01
11. C -0.55
12. C -0.39
13. C -0.20
14. C -0.52
15. N 0.08
16. C -0.59
17. H 0.11
18. H 0.11
19. H 0.10
20. H 0.09



> What is the maximum force in the third record?

1.806 eV/Å



> Look up the spin multiplicity of the first one.

1



> Look up the LUMO energy of the first one.

0.0 eV